The following is a quantum chemistry calculation of a single C4H4F2S molecule at a distorted geometry, from OMol25.

As for the charge: 0. Its SMILES is FC1(F)C=CSC1. The energy above the lowest of the compared OMol25 structures with the same formula, charge and spin comes out at 113.51 kJ/mol. As for the multiplicity: 1. The total energy comes out at -20481.55230 eV. The calculation puts the HOMO-LUMO gap at 9.54 eV.

```
11
Properties=species:S:1:pos:R:3:nbo_charge:R:1
C -0.61376 -0.43373 -0.55809 0.691
C -0.06993 1.04992 -0.59178 -0.627
C 1.01299 -0.49658 1.34961 -0.338
C 0.14690 -1.22739 0.68107 -0.309
H -0.83300 1.86977 -0.34281 0.270
H 0.43673 1.16404 -1.67281 0.253
H 1.62186 -0.90755 2.15095 0.249
H -0.01273 -2.33988 1.07092 0.241
F -0.51708 -1.10044 -1.70927 -0.316
F -1.98571 -0.17828 -0.27150 -0.369
S 1.15344 1.14805 0.70849 0.254
```

=====

The following is a quantum chemistry calculation of 2 unconnected molecules or ions with the total composition CH6NPS at a distorted geometry, from OMol25.

As for the charge: 0. The energy above the lowest of the compared OMol25 structures with the same formula, charge and spin comes out at 766.64 kJ/mol. As for the multiplicity: 1. The total energy comes out at -22740.83346 eV. The calculation puts the HOMO-LUMO gap at 8.15 eV.

```
10
Properties=species:S:1:pos:R:3:nbo_charge:R:1
C -1.18615 0.93125 -0.02034 -0.853
N -0.35445 -1.63094 0.09990 -1.017
P 2.17087 -0.03155 -0.05478 -0.238
S 0.16370 -0.03873 0.25832 0.957
H -1.34616 1.28693 -1.06656 0.203
H -0.13370 2.07960 0.61442 0.115
H -1.29817 -1.53579 0.45840 0.398
H -0.08122 -1.84692 -0.82378 0.395
H 2.16298 0.93683 -1.02478 -0.010
H -0.09770 -0.15068 1.55921 0.050
```

=====

The following is a quantum chemistry calculation of 5 unconnected molecules or ions with the total composition C28H45N8O3 at a distorted geometry, from OMol25.

As for the charge: +1. The energy above the lowest of the compared OMol25 structures with the same formula, charge and spin comes out at 238.74 kJ/mol. As for the multiplicity: 1. The total energy comes out at -47814.43255 eV. The calculation puts the HOMO-LUMO gap at 4.92 eV.

```
84
Properties=species:S:1:pos:R:3:mulliken_charge:R:1
C -0.93714 1.99486 3.58267 0.019
C -1.05376 1.65649 2.37488 -0.527
C -0.88360 1.47139 0.80320 0.127
N 0.07093 0.35560 0.57654 0.397
C 0.22242 -0.01342 -0.85804 -0.786
C 0.73760 1.14109 -1.81825 -0.062
O -0.29696 2.07462 -2.22156 -0.319
C 0.17961 3.43130 -2.13664 0.081
C -0.69796 4.44068 -3.04836 -1.091
C 1.33563 0.53451 1.25634 -0.850
N 1.68500 -0.43134 2.09339 0.180
C 0.76451 -1.61448 2.27001 -0.771
N 2.16305 1.72787 1.07283 0.559
O 1.82963 2.75124 1.92976 -0.284
C 3.61578 1.43743 1.06604 -1.724
C 4.49697 2.55403 0.35027 0.736
O 5.20024 2.02984 -0.81695 -0.569
C 5.62538 3.07339 1.35807 -1.026
N 5.02073 3.74298 2.54214 -0.428
H -0.60305 2.38560 4.58886 0.234
H -0.57713 2.45624 0.33512 -0.073
H -1.89643 1.10973 0.41797 0.507
H 0.95156 -0.88877 -0.97721 0.326
H -0.79490 -0.36003 -1.22711 0.393
H 1.07889 0.62404 -2.78631 0.372
H 1.63608 1.71676 -1.44413 -0.035
H 0.14670 3.86979 -1.08256 0.059
H 1.25223 3.55060 -2.49914 0.260
H -0.86695 5.42199 -2.48851 0.325
H -0.07682 4.64086 -3.98652 0.284
H -1.68921 3.94533 -3.27422 0.258
H 2.54099 -0.41057 2.65463 0.354
H 1.11623 -2.22807 3.15459 0.369
H -0.29236 -1.27077 2.53060 0.290
H 0.78949 -2.26601 1.34442 0.280
H 2.63545 3.13728 2.34866 0.389
H 3.78179 0.44673 0.54315 0.570
H 3.97999 1.34295 2.14456 0.463
H 3.86015 3.41367 -0.06255 0.147
H 4.69176 1.28461 -1.18656 0.333
H 6.20708 2.16985 1.75283 0.340
H 6.35160 3.79640 0.87843 0.399
H 4.99006 4.75975 2.44919 0.235
H 5.44304 3.44468 3.42285 0.208
N 0.78865 5.47954 3.57964 0.121
C 0.72200 6.78355 3.16664 -0.427
C 0.07303 7.50251 4.13901 -0.530
C -0.25992 6.60039 5.18038 -0.662
C 0.19666 5.36124 4.80889 -0.249
H 1.20705 4.72674 3.06162 0.296
H 1.13951 7.08558 2.21871 0.371
H -0.13822 8.56031 4.10577 0.396
H -0.77580 6.83308 6.09941 0.387
H 0.15050 4.40776 5.31079 0.318
N 1.25048 -6.43068 2.94013 -0.016
C 1.83576 -5.32985 3.50601 -0.580
C 1.52906 -5.32752 4.84431 -0.298
C 0.73359 -6.47288 5.09624 -0.442
C 0.58104 -7.13529 3.90395 -0.460
H 1.30452 -6.68328 1.96780 0.200
H 2.41758 -4.64459 2.90857 0.454
H 1.84319 -4.58527 5.56281 0.386
H 0.31972 -6.77866 6.04483 0.387
H 0.05436 -8.04415 3.65859 0.379
N -2.72946 -0.76669 -3.72683 0.071
C -3.84069 -1.48437 -3.37301 -0.767
C -3.67903 -2.76796 -3.83205 -0.415
C -2.42078 -2.82923 -4.48236 -0.519
C -1.85655 -1.58110 -4.39930 -0.501
H -2.57710 0.20778 -3.52383 0.177
H -4.64837 -1.02063 -2.82827 0.384
H -4.38673 -3.57450 -3.71220 0.718
H -1.97786 -3.69144 -4.95752 0.434
H -0.91291 -1.20213 -4.76041 0.417
N -5.79904 -5.06019 -5.80775 -0.015
C -6.91009 -5.77842 -5.45435 -0.467
C -6.74789 -7.06177 -5.91271 -0.411
C -5.48936 -7.12221 -6.56220 -0.441
C -4.92583 -5.87364 -6.47912 -0.430
H -5.64735 -4.08621 -5.60504 0.271
H -7.71816 -5.31487 -4.91021 0.363
H -7.45523 -7.86821 -5.79324 0.388
H -5.04558 -7.98406 -7.03694 0.389
H -3.98236 -5.49413 -6.83967 0.372
```

=====

The following is a quantum chemistry calculation of 4 unconnected molecules or ions with the total composition C12H35O12P4S at a distorted geometry, from OMol25.

As for the charge: -1. As for the multiplicity: 1. The total energy comes out at -85576.39975 eV. The calculation puts the HOMO-LUMO gap at 5.96 eV.

```
64
Properties=species:S:1:pos:R:3:nbo_charge:R:1
C -1.78972 -4.92974 -0.57192 -0.368
C -0.89734 -5.51320 -1.13552 0.049
C 0.18172 -6.23426 -1.71611 -0.811
P 1.61840 -6.38331 -0.36405 0.558
S 3.14426 -5.19669 -1.65720 -0.620
H -2.30842 -4.35285 0.15510 0.222
H -0.15934 -7.23918 -1.96643 0.220
H 0.53756 -5.76333 -2.62797 0.235
H 2.14493 -7.54445 -1.07154 -0.153
H 2.65093 -6.50431 0.64464 -0.133
H 1.14257 -5.15249 0.24391 -0.145
H 0.70416 -7.20124 0.42754 -0.147
H 2.77192 -3.91065 -1.60941 0.097
C -0.08564 -1.80232 -2.23393 -0.255
O -0.57538 -0.58347 -2.85905 -0.838
P -2.12236 -0.30085 -2.94007 2.571
O -3.00627 -1.36000 -2.46390 -1.097
O -2.35143 0.13848 -4.45137 -0.822
C -2.21133 -0.88529 -5.44356 -0.261
O -2.24604 1.08961 -2.18850 -0.815
C -3.52101 1.74026 -2.21148 -0.256
H -0.28129 -2.65780 -2.87434 0.206
H 0.98648 -1.68381 -2.10288 0.205
H -0.55051 -1.96621 -1.26527 0.207
H -2.75119 -1.78539 -5.14812 0.203
H -1.15645 -1.11772 -5.59090 0.189
H -2.63034 -0.49938 -6.36872 0.188
H -4.30698 1.05443 -1.89440 0.201
H -3.73506 2.11447 -3.21265 0.186
H -3.46807 2.57491 -1.51742 0.187
C 3.20153 3.67648 -2.01687 -0.244
O 2.75476 3.35243 -0.69024 -0.820
P 2.97649 1.87613 -0.15669 2.572
O 3.49064 0.93504 -1.14745 -1.099
O 1.59225 1.49249 0.51146 -0.832
C 0.48816 1.21649 -0.36872 -0.266
O 3.87640 2.11850 1.11745 -0.810
C 4.12174 0.98997 1.97009 -0.259
H 2.55560 3.20746 -2.75690 0.191
H 3.14163 4.75755 -2.11279 0.185
H 4.22750 3.35149 -2.17403 0.196
H 0.79092 0.54568 -1.16938 0.214
H 0.10840 2.14716 -0.79110 0.181
H -0.29265 0.74313 0.21991 0.207
H 4.50503 0.14155 1.40376 0.208
H 3.19939 0.70609 2.47473 0.185
H 4.85848 1.29411 2.70822 0.191
C 1.12950 1.92322 3.85886 -0.257
O 0.24082 2.99329 4.23786 -0.821
P -1.31204 2.71777 4.29260 2.570
O -1.73541 1.39567 3.83677 -1.105
O -1.94616 3.93883 3.49890 -0.819
C -1.75448 3.95480 2.07844 -0.263
O -1.66697 3.09122 5.78485 -0.805
C -3.05125 3.09176 6.15771 -0.258
H 1.02964 1.71670 2.79536 0.210
H 2.13990 2.26591 4.06560 0.189
H 0.92676 1.02028 4.43091 0.196
H -1.97948 2.97829 1.64754 0.201
H -0.72723 4.23604 1.84435 0.189
H -2.43516 4.69533 1.66827 0.191
H -3.52662 2.15419 5.86913 0.199
H -3.56613 3.93014 5.68934 0.186
H -3.09071 3.20058 7.23759 0.192
```

=====

The following is a quantum chemistry calculation of 8 unconnected molecules or ions with the total composition C14H28BBr10N2O8 at a distorted geometry, from OMol25.

As for the expectation value of S²: 0.756. As for the charge: +2. As for the multiplicity: 2. The total energy comes out at -735420.84376 eV. The calculation puts the HOMO-LUMO gap (alpha / beta) at 8.63 / 2.21 eV.

```
63
Properties=species:S:1:pos:R:3:nbo_charge:R:1
N -3.83203 -3.19062 -1.58862 -0.849
H -3.35589 -3.78335 -2.25349 0.453
H -4.75788 -3.55930 -1.42436 0.451
H -3.94187 -2.27326 -1.99665 0.444
H -3.31501 -3.18026 -0.72105 0.478
N -1.65046 3.10719 -3.58684 -0.860
H -1.10399 2.72771 -2.82693 0.477
H -1.04574 3.10759 -4.39579 0.444
H -2.10445 3.99179 -3.40937 0.454
H -2.35225 2.39277 -3.71795 0.436
O -1.70792 -3.76305 0.73987 -0.574
C -1.20184 -2.63038 0.77559 0.682
O -1.38340 -1.72804 -0.16732 -0.680
B -0.66175 -0.45730 0.24435 1.185
O 0.01734 -0.82449 1.48713 -0.676
C -0.29032 -2.08866 1.86297 0.667
O 0.11454 -2.71618 2.85579 -0.485
O -1.50182 0.79100 0.44942 -0.615
C -1.38899 1.49516 -0.60644 0.696
O -2.10772 2.49077 -0.96688 -0.609
C -0.20764 0.89330 -1.42832 0.689
O 0.30290 -0.15259 -0.77889 -0.611
O 0.18558 1.34593 -2.55311 -0.604
Br 3.27741 2.62819 -1.81834 -0.057
C 2.12881 3.99407 -2.84427 -0.376
C 2.83307 4.05291 -4.21364 -0.452
Br 1.87688 5.35926 -5.31851 -0.012
H 2.14939 4.95556 -2.33121 0.234
H 1.07613 3.71472 -2.88804 0.191
H 2.69719 3.11751 -4.75647 0.228
H 3.88684 4.33111 -4.19719 0.250
Br -5.27953 -1.06644 1.73571 -0.048
C -4.52498 0.73531 1.82142 -0.442
C -3.64695 0.86937 3.10078 -0.439
Br -3.52925 2.81875 3.35728 -0.005
H -5.38518 1.40471 1.82851 0.250
H -3.82779 0.82924 0.98883 0.221
H -2.64014 0.45257 3.12744 0.234
H -4.30708 0.58546 3.92037 0.239
Br 3.10902 -6.27037 -0.82486 0.140
C 2.08615 -5.12811 -2.15293 -0.427
C 0.93777 -4.38639 -1.52943 -0.472
Br 0.03311 -3.37429 -2.89057 0.003
H 1.60070 -5.77773 -2.88125 0.242
H 2.81255 -4.54949 -2.72356 0.243
H 1.24331 -3.61184 -0.82599 0.217
H 0.29398 -5.06632 -0.97147 0.249
Br -0.47317 0.52876 5.37463 0.055
C 0.86885 1.40613 4.20042 -0.440
C 0.11157 2.43609 3.33888 -0.430
Br 1.36129 3.50023 2.21062 0.052
H 1.35616 0.63227 3.60733 0.222
H 1.57481 1.88457 4.87927 0.239
H -0.50078 3.11481 3.93257 0.253
H -0.52551 2.05818 2.53924 0.227
Br 4.78529 0.70969 3.56880 0.278
C 4.99191 -0.63857 2.15802 -0.456
C 3.75933 -1.44806 2.11268 -0.459
Br 3.82904 -2.73710 0.60974 0.241
H 5.81588 -1.29491 2.43805 0.262
H 5.02775 -0.01787 1.26273 0.251
H 2.88226 -0.81017 2.00341 0.241
H 3.52451 -1.93752 3.05788 0.262
```

=====

The following is a quantum chemistry calculation of a molecular structure, C28H30BFN11O3Pd at a distorted geometry, from OMol25.

As for the expectation value of S²: 0.844. As for the charge: +4. As for the multiplicity: 2. The total energy comes out at -58889.86958 eV. The calculation puts the HOMO-LUMO gap (alpha / beta) at 2.74 / 2.51 eV.

```
75
Properties=species:S:1:pos:R:3:lowdin_spin:R:1
Pd 1.35909 -2.13033 0.10533 0.087
C 1.50408 -3.24841 4.14045 0.000
C 1.22033 -2.28961 3.16969 -0.001
N 1.64785 -2.71928 1.98957 0.002
N 2.19837 -3.94608 2.14702 0.000
C 2.10990 -4.27695 3.45238 0.000
B 2.69294 -4.76400 0.92306 0.001
N 1.49507 -5.07582 0.01444 -0.005
C 1.16109 -6.05440 -0.84040 -0.053
C 0.04902 -5.65952 -1.56461 -0.044
C -0.24294 -4.38995 -1.10461 0.006
N 0.60351 -4.05480 -0.11533 -0.047
N 3.68740 -3.92633 0.09259 0.001
C 4.75776 -4.23032 -0.66265 0.005
C 5.12214 -3.11418 -1.39084 0.000
C 4.19142 -2.14310 -1.04493 0.004
N 3.35595 -2.63100 -0.12254 0.008
N 3.42222 -6.03979 1.44768 0.004
C 4.55376 -6.11468 2.08613 0.004
C 4.77846 -7.49998 2.42577 0.017
C 3.62785 -8.16727 1.90090 0.002
N 2.82748 -7.32977 1.32335 0.005
H 1.29684 -3.19862 5.19471 0.000
H 0.74700 -1.32649 3.26233 0.000
H 2.46928 -5.22346 3.81893 0.000
H 1.70045 -6.98475 -0.86739 -0.001
H -0.48221 -6.23464 -2.30255 -0.001
H -1.03755 -3.72125 -1.39176 0.001
H 5.20343 -5.21197 -0.64509 0.000
H 5.95365 -3.01949 -2.06711 0.000
H 4.10438 -1.12281 -1.37854 0.000
H 5.17391 -5.25475 2.29909 0.000
H 5.63701 -7.90975 2.93731 0.001
H 3.39321 -9.22103 1.93748 0.000
C -1.31346 3.86184 -4.16835 -0.001
C -2.22271 2.74029 -3.70177 -0.001
N -1.64006 1.97737 -2.56556 -0.010
C -0.97408 0.84644 -2.83003 0.027
C -0.32339 0.05043 -1.91261 0.007
C 0.34386 -1.16710 -2.51232 0.001
O 0.05835 -1.48068 -3.63860 0.002
O 1.26456 -1.80462 -1.82215 0.002
C -0.34583 0.40638 -0.55121 0.014
O 0.16254 -0.22758 0.40490 0.025
C -1.07235 1.66555 -0.23874 0.166
C -1.13167 2.09952 1.08299 -0.023
C -1.77893 3.25682 1.39980 0.140
F -1.88422 3.60291 2.67045 0.048
C -2.43172 4.07309 0.39681 0.101
C -2.36942 3.60299 -0.93820 0.092
C -1.71181 2.43184 -1.26495 0.019
N -3.07583 5.21711 0.72300 0.310
C -4.24411 5.69976 -0.03813 0.025
C -4.28410 7.21074 -0.19363 0.005
N -4.19436 7.87583 1.14824 0.000
C -2.95119 7.42408 1.85813 0.009
C -2.92068 5.91136 2.01769 0.022
H -1.78808 4.39467 -4.99123 0.000
H -0.36417 3.46840 -4.53007 0.000
H -1.10080 4.58131 -3.37558 0.000
H -2.39562 2.01441 -4.49307 0.000
H -3.21110 3.08576 -3.39844 0.000
H -0.95713 0.52993 -3.86738 0.001
H -0.67776 1.50448 1.86354 -0.003
H -2.77695 4.21080 -1.72838 0.003
H -5.13120 5.33751 0.49494 0.013
H -4.27524 5.26004 -1.02831 0.001
H -5.21628 7.50985 -0.67028 0.000
H -3.44791 7.58358 -0.78411 0.000
H -5.02793 7.67236 1.71028 0.000
H -4.18034 8.89495 1.03335 0.000
H -2.92148 7.89257 2.84062 0.000
H -2.10874 7.78615 1.26972 0.000
H -3.70172 5.56296 2.70087 0.012
H -1.95912 5.67052 2.45792 0.001
```

=====

The highest charge belongs to which entry?
C28H30BFN11O3Pd

=====

What is the multiplicity in the third record?
1

=====

Which value of charge does entry 1 give?
0